Density functional theory data (ωB97M-V/def2-TZVPD) for an isolated molecule of C3H9NS.

The geometry in XYZ format:
```
14
Properties=species:S:1:pos:R:3:forces:R:3:mulliken_charge:R:1
C -0.36275 -2.01664 -1.07764 -1.90 -2.27 0.23 -0.910
S -0.76164 -0.35103 -0.47527 -4.69 -1.60 -1.03 -0.124
C 0.80632 -0.08619 0.06904 2.32 0.86 -3.83 -0.191
C 0.95382 1.34350 0.45074 1.60 4.48 -0.25 -0.694
N 0.04042 1.73295 1.56625 -1.33 -0.44 -2.76 -0.601
H 0.21013 -1.99268 -2.00763 -0.27 0.07 -0.09 0.344
H 0.27673 -2.51547 -0.33400 -0.13 0.26 -0.08 0.280
H -1.28432 -2.78319 -1.16559 1.86 2.19 -0.04 0.285
H 0.99935 -0.81378 0.79189 1.05 -0.81 1.44 0.300
H 1.19880 -0.40169 -0.98964 1.37 0.97 2.39 0.199
H 2.02388 1.76233 0.57493 -1.22 -1.48 0.80 0.318
H 0.73451 2.20554 -0.29706 -0.34 -2.28 0.09 0.279
H 0.28864 1.12258 2.31228 -0.59 -0.63 0.93 0.243
H -0.92866 1.45809 1.10253 2.26 0.67 2.20 0.272
```
Forces are in eV/Å.

Its HOMO-LUMO gap is 9.5 eV. As for the charge: 0. For the energy above the lowest of the compared OMol25 structures with the same formula, charge and spin, the calculation gives 50.1 kcal per mole. Its LUMO energy is 1.0 eV. As for the multiplicity: 1.

Density functional theory data (ωB97M-V/def2-TZVPD) for a structure of composition CHCl2NO2.

The geometry in XYZ format:
```
7
Properties=species:S:1:pos:R:3:forces:R:3:mulliken_charge:R:1
C -0.12399 1.01014 -0.16184 -0.06 -0.99 -0.45 0.535
N 2.41651 -0.06772 0.59522 0.91 -0.38 0.91 -0.023
O -1.23079 1.29702 -0.47981 -1.10 0.18 -0.39 -0.443
O 0.88855 1.35421 0.36707 0.41 1.59 0.64 -0.332
Cl 3.60383 0.65660 -0.36080 0.01 0.05 -0.33 0.050
Cl 1.62680 -1.25953 -0.13610 -0.15 -0.88 -0.56 0.067
H 0.17142 -0.24452 -0.54475 -0.03 0.44 0.17 0.147
```
Forces are in eV/Å.

Its HOMO-LUMO gap (alpha / beta) is 7.5 / 8.2 eV. As for the charge: 0. For the energy above the lowest of the compared OMol25 structures with the same formula, charge and spin, the calculation gives 109.0 kcal per mole. Its LUMO energy (alpha / beta) is -2.4 / -1.7 eV. As for the multiplicity: 1.

Density functional theory data (ωB97M-V/def2-TZVPD) for a cluster of 3 separate species, C4H12NO2S in total.

The geometry in XYZ format:
```
20
Properties=species:S:1:pos:R:3:forces:R:3:mulliken_charge:R:1
C -2.10047 0.02274 0.34792 0.62 -3.09 1.85 -1.047
N -0.75797 -0.57700 0.27781 -0.34 3.13 -1.28 -0.352
C 0.28881 0.46743 0.16598 2.34 -4.83 4.58 0.173
C 0.16043 1.62525 -0.80043 -0.53 1.41 -0.46 -0.752
S -0.85085 2.92576 -0.03197 0.34 -0.81 -1.30 -0.258
C 1.61635 -0.46884 0.16888 -1.50 0.23 -2.77 -1.045
O 2.26800 -0.57830 2.68563 -0.04 2.35 0.13 -0.839
H -2.86639 -0.75374 0.56965 0.47 0.35 0.06 0.286
H -2.32873 0.33674 -0.60843 -0.49 1.12 -2.47 0.431
H -2.12260 0.76671 1.07272 -0.20 1.25 1.19 0.386
H 2.33364 -1.49370 2.60992 0.20 -2.70 0.21 0.234
H 0.38614 0.85509 1.21990 -0.36 0.33 -1.05 0.445
H 1.17553 2.00493 -0.88850 0.22 0.02 0.37 0.423
H -0.08928 1.23310 -1.78832 -0.65 0.28 0.04 0.288
H 2.05314 -0.57897 1.20559 -0.25 0.59 1.04 0.275
H 2.44359 -0.31584 -0.52963 -0.15 0.86 -0.12 0.305
H 1.23629 -1.45032 -0.14716 0.26 -0.19 0.41 0.344
H -0.97848 -1.82107 -2.77808 -0.15 1.52 1.48 0.134
H -0.75184 -1.14405 -0.62005 -0.02 -0.33 -0.53 0.436
O -1.11531 -1.05593 -2.13148 0.22 -1.49 -1.38 -0.866
```
Forces are in eV/Å.

Its HOMO-LUMO gap is 3.6 eV. As for the charge: -1. For the energy above the lowest of the compared OMol25 structures with the same formula, charge and spin, the calculation gives 182.5 kcal per mole. Its LUMO energy is -0.4 eV. As for the multiplicity: 1.

| no. | largest force on an atom (Eh/bohr) | E (eV) |
| --- | --- | --- |
| 1 | 0.09846 | -15580.157 |
| 2 | 0.03426 | -31677.156 |
| 3 | 0.13721 | -20756.147 |